No. 1
A molecular structure, C13H10Br2N2Tc. Source: OMol25; level of theory: ωB97M-V/def2-TZVPD.

Atoms and positions in Å:
C 0.22493 2.31072 -2.49048
Br -1.93062 0.79770 3.04744
N 0.07443 -1.20543 0.74814
C 2.12595 -1.00743 -0.49744
Br -4.07631 -1.09204 1.88950
H 2.77674 1.33206 -2.95281
H 3.83213 -0.58307 -1.78291
C -1.06700 2.61986 -2.09305
H -4.44275 0.86410 3.47415
C 2.66218 -2.11206 0.21130
H -0.01967 -2.72471 2.18586
H 3.66835 -2.46522 0.00474
C 0.82562 -0.59751 -0.19368
H -3.66068 -0.55520 4.34121
C 0.21164 0.51665 -0.87430
H 0.71746 2.88960 -3.26642
Tc -1.85956 -0.46995 0.90817
H -2.68102 2.10477 -0.76432
H 2.25286 -3.57800 1.74111
N -1.04519 0.82631 -0.49298
C 0.89353 1.22900 -1.86363
H -1.61393 3.43880 -2.54531
C 2.82175 -0.29252 -1.50663
C -1.67319 1.87323 -1.09320
C 0.60298 -2.25728 1.43002
C 2.21237 0.81327 -2.18212
C -3.71481 0.05550 3.44184
C 1.88181 -2.73118 1.17579

As for the multiplicity: 4. For the LUMO energy (alpha / beta), the calculation gives -0.61895 / -0.65229 Eh. As for the HOMO-LUMO gap (alpha / beta): 6.95 / 6.15 eV. As for the charge: +4.

=====

No. 2
A molecular structure, C13H10Cl5NY. Source: OMol25; level of theory: ωB97M-V/def2-TZVPD.

Atoms and positions in Å:
C 0.73071 0.57736 4.37652
C 0.95184 1.46150 -2.22789
H 0.65279 -0.22954 -3.75531
Cl 0.91255 0.62013 6.10301
H -1.30939 -3.35827 -1.86814
H -2.72851 -1.16153 -0.89593
C -0.52765 -2.72847 -1.32414
H -2.30067 2.14274 -1.49696
H -0.40280 -3.27667 -0.33460
H 1.64968 -2.43526 -1.52206
C 1.62142 -0.18334 3.57829
C -0.02514 2.22374 -1.47286
N -1.60586 -1.32660 -0.80090
C 0.64888 -2.25675 -2.03253
Cl -1.50463 2.13331 4.68822
C -1.33199 1.74372 -1.83324
H 0.63249 -2.04524 -3.10960
C -0.51489 1.19374 2.35782
Y 0.21403 -0.23004 -0.72393
C 0.33615 0.42273 1.61101
H 2.05521 1.53776 -2.16557
C 0.22446 0.51097 -3.05673
C -0.35773 1.27324 3.75705
Cl 2.89846 -1.09335 4.26499
C 1.38529 -0.24319 2.17014
H -1.98888 0.13507 -3.29162
C -1.17633 0.69492 -2.80116
H 0.19029 2.98683 -0.70992
Cl -1.75666 2.07376 1.47744
Cl 2.42685 -1.16326 1.03860

For the LUMO energy, the calculation gives 0.09289 Eh. For the energy above the lowest of the compared OMol25 structures with the same formula, charge and spin, the calculation gives 0.0 kJ/mol. As for the HOMO-LUMO gap: 5.78 eV. As for the charge: -1.

=====

No. 3
A molecular structure, C13H10GaN2O4S. Source: OMol25; level of theory: ωB97M-V/def2-TZVPD.

Atoms and positions in Å:
O -3.01532 0.03376 -0.87775
N 1.58756 -1.96226 2.39966
C 0.78061 -0.99014 2.95058
C -0.76636 0.66675 3.10887
O -0.61249 -3.10140 -1.21890
H -0.89792 0.91825 6.51488
C 0.03541 0.65857 -4.50773
H -2.97179 3.20560 3.49243
H -0.98693 -1.20703 -4.61938
C 2.05258 -0.16384 -0.47708
Ga 0.03082 -0.14096 0.12207
C -0.50452 0.41300 4.46314
C -0.02782 -0.67762 -4.57906
H 2.16153 -2.38695 3.12751
N 0.00474 -0.16898 2.25343
H -0.86918 1.27740 -4.49235
S 0.66722 -0.87682 4.66935
H 2.08181 -1.68532 1.54723
C 0.33395 1.97580 -0.28434
H 0.87594 -1.29765 -4.60386
C -1.67633 1.65762 2.74805
H -1.89064 1.81121 1.69492
O 0.60935 3.03645 -0.62635
C -1.96900 0.04729 -0.39755
C -1.12221 1.14693 5.47205
O 3.00614 0.09923 -1.07594
C -2.01084 2.16739 5.11234
C -2.28147 2.41472 3.75976
C -0.27102 -2.14207 -0.68540
H -2.48836 2.76894 5.89043
H 0.99421 1.18793 -4.46908

For the LUMO energy, the calculation gives -0.51534 Eh. For the energy above the lowest of the compared OMol25 structures with the same formula, charge and spin, the calculation gives 11.7 kJ/mol. As for the HOMO-LUMO gap: 4.31 eV. As for the charge: +3.

=====

No. 4
A molecular structure, C13H10N2O11PdS3. Source: OMol25; level of theory: ωB97M-V/def2-TZVPD.

Atoms and positions in Å:
H -4.19638 -1.97322 0.74279
O 1.35667 -1.61265 4.52723
H 0.28953 1.06308 -2.91023
O 1.76293 -0.73443 -0.09891
O -0.21209 -0.98463 2.08640
H 1.74564 1.51923 -2.20902
Pd -0.43233 -0.31664 -0.90230
O -2.45897 -0.52663 -2.52354
H 3.81618 1.58134 -2.77020
S 0.81392 -1.43247 -3.85507
C -2.92821 1.53342 1.59059
O 4.10112 -0.69340 4.02181
N 3.12561 -0.36595 -3.07860
H 4.98725 0.30232 -2.46030
H 3.70835 0.60581 -1.27895
H -3.96400 1.33131 3.45130
C 3.21404 -0.77938 3.19953
C 1.79425 -0.20439 -3.27353
H -2.56307 2.52568 1.81388
O 4.36025 -0.20039 1.14044
C -3.04169 -0.33247 0.05726
S -2.74157 -1.40587 -1.40944
O -0.06468 1.74934 0.10742
O -1.56935 -2.24256 -1.03722
C 0.98678 -0.97455 2.19900
O -1.83869 3.42322 -0.10200
N 1.30153 1.02642 -2.97082
C 3.94179 0.58427 -2.34408
S -1.37662 2.10697 -0.49639
C -2.56654 0.97269 0.36122
O -3.95602 -2.18954 -1.52216
O -1.34947 1.89518 -1.93475
C -3.71935 0.86286 2.50438
C 1.99019 -0.73689 1.09517
C 1.77683 -1.17961 3.48122
H 3.38703 -1.33624 -3.03739
C -4.17997 -0.40576 2.20672
H -4.79579 -0.95090 2.91369
C -3.84432 -0.98251 0.99629
C 3.33924 -0.52206 1.71856

As for the multiplicity: 3. For the LUMO energy (alpha / beta), the calculation gives 0.17596 / 0.11202 Eh. For the energy above the lowest of the compared OMol25 structures with the same formula, charge and spin, the calculation gives 161.3 kJ/mol. As for the HOMO-LUMO gap (alpha / beta): 7.56 / 5.71 eV. As for the charge: -2.